(1)
Molecular formula: C26H32N10O5V
Method: DFT, ωB97M-V with the def2-TZVPD basis set

As for the multiplicity: 3. The value obtained for the energy above the lowest of the compared OMol25 structures with the same formula, charge and spin is 0.00 kJ/mol. Its charge is +1.

Geometry (Å):
V 0.2725 -0.9320 0.4504
O -2.7956 1.3595 1.7146
C -2.0302 0.4002 1.6550
N -0.7004 0.3578 1.7889
C 0.0862 1.3837 2.2970
C -0.3564 2.5688 2.8875
C 0.5688 3.4245 3.4877
C 1.9174 3.0917 3.5134
C 2.3694 1.9084 2.9266
C 1.4613 1.0581 2.2988
N 1.7250 -0.1714 1.6937
C 2.7781 -0.9279 2.0610
O 3.7450 -0.6094 2.7373
C 2.6325 -2.3494 1.5848
C 3.6113 -3.2803 1.8829
C 3.4433 -4.5866 1.4597
C 2.3029 -4.9126 0.7401
C 1.3711 -3.9248 0.4864
N 1.5156 -2.6681 0.9134
C -2.5459 -1.0028 1.4399
C -3.8982 -1.2873 1.5235
C -4.2939 -2.6137 1.4751
C -3.3236 -3.5969 1.3448
C -1.9978 -3.2162 1.2284
N -1.6113 -1.9431 1.2645
H -1.4180 2.7764 2.9159
H 0.2257 4.3328 3.9673
H 2.6259 3.7421 4.0103
H 3.4106 1.6296 2.9697
H 4.4761 -2.9493 2.4395
H 4.1893 -5.3381 1.6804
H 2.1348 -5.9160 0.3757
H 0.4906 -4.1387 -0.1033
H -4.5927 -0.4695 1.6522
H -5.3389 -2.8823 1.5563
H -3.5838 -4.6459 1.3331
H -1.2197 -3.9579 1.1121
N -0.3872 0.8550 -0.8004
C 0.6121 1.1755 -1.8260
C 0.0615 1.8594 -3.0733
C -0.7326 3.1442 -2.8291
C 0.0895 4.4236 -2.6778
N 1.1609 4.3641 -1.6809
C 0.9799 4.1513 -0.3785
N 2.0121 3.8465 0.3986
N -0.2342 4.2357 0.1566
C 1.3292 -0.1403 -2.1690
O 1.6506 -0.4029 -3.3118
O 1.5463 -0.8905 -1.1376
H -1.2289 0.4803 -1.2319
H -0.6504 1.6660 -0.2522
H 1.3718 1.7858 -1.3299
H -0.5974 1.1398 -3.5684
H 0.8840 2.0236 -3.7719
H -1.4028 3.0108 -1.9761
H -1.3878 3.3235 -3.6839
H -0.5657 5.2718 -2.4617
H 0.5839 4.6526 -3.6201
H 2.1089 4.3457 -2.0174
H 2.9003 3.5945 0.0002
H 1.8847 3.6622 1.3914
H -1.0076 4.6100 -0.3648
H -0.3731 3.9665 1.1263
C -3.3237 -2.5167 -2.5136
N -1.9832 -2.9832 -2.8201
C -0.8873 -2.5622 -2.1586
N 0.3005 -3.1160 -2.4930
O -0.9959 -1.7171 -1.2413
H -4.0167 -3.3560 -2.5266
H -3.6604 -1.7671 -3.2310
H -3.3219 -2.0770 -1.5200
H -1.8639 -3.6188 -3.5894
H 0.3839 -3.5689 -3.3878
H 1.1133 -2.5851 -2.1942

=====

(2)
Molecular formula: C26H32N3OReSb2
Method: DFT, ωB97M-V with the def2-TZVPD basis set

As for the multiplicity: 2. Its charge is +3.

Geometry (Å):
Re -1.0158 0.3530 0.2462
C -2.6936 1.0451 4.1894
C -2.0598 1.1167 2.8499
N -1.6136 0.0991 2.1838
N -1.7090 -1.1894 2.6709
C -1.4022 -2.0172 1.7166
O -1.1000 -1.5715 0.4554
C -1.3525 -3.4549 1.9075
C -1.1757 -4.2896 0.7971
C -1.1409 -5.6611 0.9643
C -1.2790 -6.2009 2.2373
C -1.4541 -5.3743 3.3434
C -1.4964 -4.0035 3.1848
C -1.8917 2.3963 2.1245
C -2.2687 3.6050 2.6672
C -2.0934 4.7712 1.9297
C -1.5502 4.7007 0.6546
C -1.2091 3.4659 0.1449
N -1.3602 2.3219 0.8542
H -2.7453 0.0181 4.5346
H -3.7025 1.4628 4.1471
H -2.1216 1.6400 4.9059
H -1.0825 -3.8621 -0.1909
H -1.0150 -6.3115 0.1097
H -1.2547 -7.2747 2.3693
H -1.5627 -5.8063 4.3287
H -1.6425 -3.3567 4.0401
H -2.6998 3.6365 3.6579
H -2.3873 5.7256 2.3479
H -1.4095 5.5878 0.0526
H -0.8044 3.3570 -0.8495
C -2.2710 -0.7933 -3.5594
Sb -0.8622 0.2905 -2.4297
C -0.6883 2.0897 -3.5255
C 0.9541 -0.8388 -3.1740
C 2.0712 0.0530 -3.2573
C 2.2832 0.7932 -4.4560
C 3.3200 1.6657 -4.5627
C 4.1961 1.8535 -3.4597
C 4.0211 1.1477 -2.2794
C 2.9882 0.2342 -2.1430
C 2.8797 -0.5788 -0.9125
Sb 1.5850 0.1526 0.6573
C 2.4637 1.9687 1.2565
C 1.9923 -1.2495 2.1689
H -1.9791 -0.7520 -4.6070
H -3.2484 -0.3301 -3.4322
H -2.3036 -1.8228 -3.2104
H -0.7121 1.8835 -4.5947
H 0.2408 2.5973 -3.2697
H -1.5380 2.7249 -3.2753
H 0.5880 -1.1791 -4.1423
H 1.0259 -1.6523 -2.4584
H 1.6184 0.6282 -5.2950
H 3.4946 2.2059 -5.4836
H 5.0292 2.5387 -3.5554
H 4.7351 1.2753 -1.4748
H 3.8401 -0.6109 -0.3946
H 2.5522 -1.6032 -1.0814
H 3.4833 1.7722 1.5857
H 1.8832 2.3644 2.0883
H 2.4667 2.6792 0.4327
H 3.0715 -1.2987 2.3052
H 1.5990 -2.2216 1.8758
H 1.5136 -0.9165 3.0882

=====

(3)
Molecular formula: C26H32N4O2
Method: DFT, ωB97M-V with the def2-TZVPD basis set

The value obtained for the energy above the lowest of the compared OMol25 structures with the same formula, charge and spin is 139.62 kJ/mol. Its charge is 0. Its SMILES is Cc1ccc(CN2CCC(n3nccc3NC(=O)CCOc3ccccc3)CC2)cc1C.

Geometry (Å):
C 6.3859 1.0371 3.0854
C 5.2849 0.3960 2.2963
C 3.9599 0.7125 2.5563
C 2.9286 0.1332 1.8384
C 3.2090 -0.7884 0.8423
C 2.1075 -1.4352 0.0477
N 2.3015 -1.2033 -1.3784
C 2.2244 0.1959 -1.7514
C 0.8004 0.7656 -1.7181
C -0.1170 -0.0927 -2.5934
N -1.4717 0.4254 -2.5976
N -1.7701 1.2949 -3.5602
C -3.0269 1.6490 -3.3869
C -3.5765 0.9978 -2.2813
C -2.5405 0.2263 -1.7876
N -2.6073 -0.6748 -0.7126
C -1.9425 -0.5647 0.4702
O -1.0869 0.2614 0.6990
C -2.3587 -1.6176 1.4843
C -3.5817 -1.1577 2.2969
O -4.7168 -0.9471 1.4892
C -5.0397 0.3111 1.0471
C -4.2605 1.4516 1.1924
C -4.7143 2.6597 0.6879
C -5.9321 2.7475 0.0404
C -6.7074 1.6079 -0.1091
C -6.2667 0.3987 0.3885
C -0.0311 -1.5620 -2.1890
C 1.4425 -1.9998 -2.2254
C 4.5345 -1.1050 0.5773
C 5.5752 -0.5265 1.2857
C 6.9948 -0.8897 0.9707
H 7.0563 1.5921 2.4296
H 6.9791 0.2824 3.6016
H 5.9803 1.7230 3.8249
H 3.7297 1.4292 3.3324
H 1.9039 0.4023 2.0505
H 1.1391 -1.0688 0.4184
H 2.1424 -2.5194 0.2035
H 2.6260 0.2822 -2.7668
H 2.8688 0.7652 -1.0794
H 0.8036 1.7893 -2.0942
H 0.4238 0.7808 -0.6963
H 0.2093 0.0078 -3.6367
H -3.4921 2.3469 -4.0536
H -4.5692 1.0722 -1.8887
H -3.4345 -1.2570 -0.7119
H -1.5306 -1.7797 2.1749
H -2.5977 -2.5541 0.9778
H -3.8622 -1.9596 2.9884
H -3.3358 -0.2676 2.8829
H -3.2963 1.4236 1.6746
H -4.0962 3.5375 0.8006
H -6.2734 3.6932 -0.3513
H -7.6589 1.6603 -0.6172
H -6.8562 -0.4988 0.2822
H -0.4101 -1.7026 -1.1781
H -0.6228 -2.1784 -2.8688
H 1.8191 -1.9104 -3.2498
H 1.5251 -3.0472 -1.9237
H 4.7481 -1.8129 -0.2102
H 7.4853 -1.3188 1.8442
H 7.0345 -1.6132 0.1605
H 7.5606 -0.0067 0.6749

=====

(4)
Molecular formula: C26H32N4O2
Method: DFT, ωB97M-V with the def2-TZVPD basis set

The value obtained for the energy above the lowest of the compared OMol25 structures with the same formula, charge and spin is 154.96 kJ/mol. Its charge is 0. Its SMILES is COc1cccc(CN2CCC(n3nccc3NC(=O)CCCc3ccccc3)CC2)c1.

Geometry (Å):
C -5.5658 -2.8902 -2.5897
O -5.4085 -3.3787 -1.2806
C -5.3011 -2.4845 -0.2573
C -5.1624 -3.0353 1.0175
C -5.0520 -2.2106 2.1167
C -5.0657 -0.8332 1.9652
C -5.1957 -0.2718 0.7033
C -5.1338 1.2263 0.5180
N -3.7940 1.7477 0.2834
C -3.2008 1.3131 -0.9640
C -1.9603 2.1493 -1.2641
C -0.9475 1.9987 -0.1309
N 0.2026 2.8367 -0.3727
N 0.0328 4.0724 -0.8571
C 1.2300 4.6167 -0.9086
C 2.2136 3.7369 -0.4428
C 1.5117 2.5998 -0.0962
N 1.9464 1.3915 0.4288
C 3.2493 1.0561 0.6757
O 4.1778 1.8066 0.4908
C 3.3973 -0.3681 1.1812
C 3.2111 -1.3780 0.0424
C 4.2821 -1.2255 -1.0465
C 5.6469 -1.5810 -0.5263
C 6.5095 -0.5954 -0.0631
C 7.7522 -0.9334 0.4442
C 8.1474 -2.2592 0.4943
C 7.2935 -3.2475 0.0347
C 6.0512 -2.9090 -0.4708
C -1.6275 2.3814 1.1865
C -2.8839 1.5396 1.3899
C -5.3184 -1.1034 -0.4050
H -6.4817 -2.2992 -2.6921
H -5.6341 -3.7709 -3.2264
H -4.7068 -2.2861 -2.9011
H -5.1527 -4.1091 1.1154
H -4.9547 -2.6429 3.1015
H -4.9849 -0.1943 2.8321
H -5.7489 1.5251 -0.3353
H -5.5208 1.7257 1.4104
H -2.9243 0.2418 -0.9381
H -3.9328 1.4580 -1.7617
H -1.5159 1.8356 -2.2098
H -2.2313 3.2012 -1.3412
H -0.6174 0.9517 -0.0861
H 1.3525 5.6159 -1.2756
H 3.2677 3.8897 -0.3628
H 1.2350 0.7044 0.6307
H 4.3989 -0.4769 1.5981
H 2.6659 -0.5588 1.9700
H 2.2233 -1.2518 -0.4102
H 3.2630 -2.3874 0.4568
H 4.2823 -0.1963 -1.4089
H 4.0258 -1.8834 -1.8805
H 6.2020 0.4396 -0.0959
H 8.4142 -0.1581 0.8015
H 9.1182 -2.5225 0.8883
H 7.5970 -4.2841 0.0686
H 5.3888 -3.6839 -0.8322
H -1.9016 3.4352 1.1326
H -0.9438 2.2410 2.0266
H -2.6004 0.4754 1.4976
H -3.3830 1.8515 2.3099
H -5.4374 -0.6545 -1.3793

=====

What are the strongest force on any atom values for these records? In order: 0.35; 0.99; 0.82; 0.81 eV/Å.
What are the DFT total energy values for these records? In order: -78309.8806; -49175.8029; -37537.2252; -37537.0661 eV.